The following is a DFT calculation (ωB97M-V with the def2-TZVPD basis set) of a 2-piece molecular cluster, H4O3P2 overall at a distorted geometry.

SMILES: O=[PH3].O=PO
F_max, eV/A: 5.199
HOMO, eV: -10.0
Net charge: 0
ΔE to the lowest compared entry with this formula, charge and spin, kcal per mole: 17.9
Electronic energy, eV: -24785.0336

Last column: natural (NBO) charge in e.
Element x y z (Å)
O: -0.58 -0.79 -0.96  -1.113
P: -1.34 0.27 -0.15  1.321
H: -2.58 0.20 -0.66  -0.098
H: -1.02 1.58 -0.64  -0.038
H: -1.51 0.30 1.15  -0.061
O: 0.86 1.15 0.56  -1.107
P: 1.75 0.24 -0.19  1.589
O: 1.97 -1.07 0.67  -1.024
H: 2.44 -1.89 0.22  0.532



The following is a DFT calculation (ωB97M-V with the def2-TZVPD basis set) of one molecule with the formula C5H15N3.

SMILES: CN[C@@H](C)CNCN
F_max, eV/A: 0.948
HOMO, eV: -8.3
Net charge: 0
ΔE to the lowest compared entry with this formula, charge and spin, kcal per mole: 31.4
Electronic energy, eV: -9897.7879

Last column: natural (NBO) charge in e.
Element x y z (Å)
C: -0.87 2.25 -0.12  -0.412
N: -0.40 0.89 -0.40  -0.643
C: -0.66 -0.09 0.65  -0.074
C: -2.15 -0.24 1.01  -0.634
C: -0.09 -1.50 0.27  -0.222
N: 0.91 -1.59 -0.80  -0.624
C: 2.24 -1.07 -0.42  -0.056
N: 2.56 0.31 -0.75  -0.864
H: -1.23 2.69 -1.06  0.200
H: -0.04 2.83 0.25  0.194
H: -1.65 2.30 0.63  0.179
H: -0.89 0.55 -1.22  0.345
H: -0.17 0.25 1.55  0.185
H: -2.32 -1.21 1.50  0.215
H: -2.45 0.52 1.74  0.208
H: -2.82 -0.18 0.15  0.205
H: -0.93 -2.14 0.03  0.188
H: 0.44 -1.86 1.16  0.197
H: 0.55 -1.01 -1.55  0.345
H: 2.97 -1.74 -0.84  0.176
H: 2.33 -1.20 0.65  0.158
H: 3.00 0.36 -1.64  0.349
H: 1.70 0.85 -0.79  0.386